Entry from OMol25: C23H20FNO4 in the gas phase at a distorted geometry (the ωB97M-V functional and the def2-TZVPD basis).

Each line ends with the Löwdin charge.
CARTESIAN COORDINATES (ANGSTROEM)
C 4.79261 0.43236 -1.27813  -0.065
C 3.68638 -0.54954 -1.60557  -0.192
O 2.42994 0.13932 -1.25112  0.007
C 1.35955 -0.67181 -1.22477  -0.451
O 1.39845 -1.81440 -1.63809  0.089
C 0.08303 0.01129 -0.67244  -0.074
C -1.14946 -0.22460 -1.57258  -0.119
C -1.32780 -1.43835 -2.25739  0.000
C -2.55318 -1.78296 -2.82669  0.017
C -3.61682 -0.88366 -2.82171  -0.160
N -4.87365 -1.23832 -3.45126  -0.314
O -5.78374 -0.38516 -3.51402  0.054
O -4.99983 -2.39206 -3.92145  0.053
C -3.39395 0.42124 -2.37447  0.012
C -2.16985 0.77159 -1.75643  0.012
C 0.04322 -0.32981 0.94578  -0.106
C -1.24135 0.21407 1.63987  -0.172
C -2.35633 -0.59456 2.00756  -0.006
C -3.55913 0.05909 2.34481  -0.084
C -3.65588 1.44011 2.36235  -0.102
C -2.54378 2.21249 2.07627  -0.072
C -1.33655 1.59612 1.70299  -0.075
C 1.38530 -0.05015 1.71038  -0.141
C 2.33196 -1.09211 1.70881  -0.042
C 3.65639 -0.81510 2.09893  -0.073
C 4.02184 0.44852 2.56858  -0.036
C 3.02380 1.38445 2.70380  -0.228
F 3.38682 2.68473 3.02132  0.025
C 1.65283 1.12833 2.44300  0.064
H 5.75173 0.01894 -1.61906  0.085
H 4.63921 1.37019 -1.80504  0.079
H 4.85997 0.61897 -0.20371  0.061
H 3.70838 -0.83870 -2.66315  0.126
H 3.79009 -1.48208 -1.01751  0.122
H 0.26176 1.04116 -0.73762  0.115
H -0.54304 -2.19707 -2.19914  0.109
H -2.71852 -2.75881 -3.25007  0.116
H -4.21771 1.13703 -2.44066  0.120
H -2.10759 1.76601 -1.31639  0.112
H -0.05261 -1.39560 0.80559  0.125
H -2.31632 -1.66997 1.93410  0.106
H -4.45948 -0.55600 2.50468  0.110
H -4.62639 1.91963 2.55213  0.110
H -2.59779 3.29763 2.03743  0.105
H -0.50006 2.18524 1.34047  0.108
H 2.06450 -2.10057 1.40698  0.121
H 4.39474 -1.60717 2.00263  0.110
H 5.07354 0.70399 2.76827  0.129
H 0.90479 1.86607 2.73171  0.110

Output
2S+1 ... 1
SMILES string ... CCOC(=O)[C@@H](c1ccc([N+](=O)[O-])cc1)[C@H](c1ccccc1)c1cccc(F)c1
Max |F| ... 0.0533 hartree/bohr

***

Entry from OMol25: 2 unconnected molecules or ions with the total composition C5H2ClFN2 at a distorted geometry (the ωB97M-V functional and the def2-TZVPD basis).

Each line ends with the Löwdin charge.
CARTESIAN COORDINATES (ANGSTROEM)
C -2.22806 -0.33372 -0.38193  -0.320
C -0.24814 -1.97387 -0.14962  -0.239
C -0.97070 -0.80400 -0.26335  -0.042
C 0.16456 1.07305 -0.42626  -0.573
C 1.44891 0.69754 0.19491  -0.326
N -3.31778 0.01846 -0.26524  0.196
N 0.39850 -2.91466 0.11663  0.179
F 2.27938 1.74859 0.38439  -0.028
Cl -0.67916 2.38815 -0.22882  0.860
H 1.10331 0.20158 1.27288  0.175
H 2.04918 -0.10111 -0.25358  0.120

Output
2S+1 ... 1
Max |F| ... 0.1034 hartree/bohr

***

Entry from OMol25: a molecular structure, C12H14I2N2Pt at a distorted geometry (the ωB97M-V functional and the def2-TZVPD basis).

Each line ends with the Mulliken spin population.
CARTESIAN COORDINATES (ANGSTROEM)
C 0.53318 0.83587 4.78008  0.014
C 0.49937 -0.65911 4.64102  0.011
H 1.01726 1.33799 5.52571  0.001
H -0.43786 1.21295 4.57746  -0.002
H 1.05302 1.14262 3.83986  -0.009
H 0.32395 -0.84724 3.53193  -0.010
H 1.42735 -1.13448 4.94208  0.000
H -0.31697 -1.26373 5.06425  0.000
C 0.10258 2.58991 -0.62150  -0.045
C 0.14606 3.45912 -1.66943  0.009
C 0.02211 3.03823 -2.96953  -0.004
C -0.12725 1.65340 -3.09839  0.016
H 0.22072 2.87582 0.38651  0.019
H 0.32226 4.48088 -1.48170  0.002
H 0.06591 3.80518 -3.76639  -0.001
H -0.17257 1.35763 -4.12303  0.003
N -0.06690 1.26740 -0.80989  0.219
C -0.16762 0.70850 -2.02999  0.003
C -0.26435 -0.77461 -2.03728  0.046
N -0.25140 -1.36987 -0.82646  0.233
C -0.37908 -2.68882 -0.60008  -0.021
C -0.49566 -3.08984 -2.95870  0.005
C -0.51857 -3.53161 -1.65283  0.005
H -0.36485 -2.90079 0.44695  0.013
H -0.63517 -4.55784 -1.46215  0.003
C -0.35406 -1.70651 -3.08484  0.013
H -0.30264 -1.37102 -4.10028  0.005
H -0.59658 -3.82696 -3.76534  -0.001
Pt -0.22120 -0.08326 0.68784  1.611
I 2.35577 -0.08609 0.94684  0.961
I -2.41679 0.12627 1.68728  0.902

Output
2S+1 ... 5
<S²> ... 6.02
Max |F| ... 0.0764 hartree/bohr
Net charge ... +2

***

Entry from OMol25: 4 unconnected molecules or ions with the total composition CH10NO3 at a distorted geometry (the ωB97M-V functional and the def2-TZVPD basis).

Each line ends with the Löwdin charge.
CARTESIAN COORDINATES (ANGSTROEM)
C 1.45134 0.10997 0.65802  0.152
N 0.86021 -0.62017 -0.18803  0.181
H 2.15764 -0.41498 1.29603  0.126
H 1.18205 1.15170 0.75957  0.084
H 0.04934 -0.31166 -0.77681  0.083
H 1.24047 -1.54178 -0.36406  0.147
H 0.04288 3.81463 -0.23281  0.052
H 1.08856 3.90191 0.83234  0.056
O 0.72477 3.27772 0.18979  -0.061
H -0.89315 -3.53089 1.09266  0.053
H -1.94706 -2.46603 1.22118  0.048
O -1.00184 -2.56947 1.05114  -0.064
H -2.21028 -0.26948 -1.28959  0.093
H -1.42167 -0.11028 -2.57939  0.084
O -1.32326 -0.42119 -1.67005  -0.035

Output
2S+1 ... 1
Max |F| ... 0.0203 hartree/bohr
Net charge ... +1

***

Entry from OMol25: a molecular structure, C17H19ClF2NO2SiSn at a distorted geometry (the ωB97M-V functional and the def2-TZVPD basis).

Each line ends with the Löwdin charge.
CARTESIAN COORDINATES (ANGSTROEM)
Sn 0.51410 -13.54470 -7.35802  1.429
F 1.86542 -9.33060 -4.27547  0.084
C 0.90994 -10.19564 -4.68686  -0.241
C 1.23059 -11.09704 -5.68541  -0.032
C 0.34562 -12.12084 -5.81882  -0.189
C -0.95611 -12.21378 -5.19412  -0.090
C -1.22373 -11.16235 -4.24825  -0.222
F -2.30853 -11.13205 -3.54415  0.137
C -0.27009 -10.18409 -3.96272  0.097
C -1.76296 -13.39662 -5.43967  -0.176
C -2.90385 -13.79596 -4.73632  0.044
C -3.47943 -15.04819 -4.96499  0.014
C -3.02763 -15.82329 -6.03934  -0.006
C -1.93466 -15.33012 -6.68680  -0.127
N -1.35797 -14.19191 -6.47042  -0.027
H 2.15089 -10.95464 -6.25871  0.134
H -0.43617 -9.46386 -3.11370  0.167
H -3.25884 -13.10725 -4.02519  0.103
H -4.32341 -15.32981 -4.37275  0.119
H -3.48817 -16.77679 -6.20573  0.121
H -1.50453 -15.87358 -7.52604  0.131
Cl 4.04980 -17.09620 -6.78925  0.625
C 4.13956 -15.33221 -6.67289  -0.468
C 2.76946 -14.68620 -6.78992  -0.650
O 1.61889 -15.26468 -6.72948  -0.092
O 2.71187 -13.46306 -7.01646  -0.056
H 4.78296 -14.97106 -7.52388  0.112
H 4.58851 -15.09408 -5.76983  0.065
C 0.70746 -16.14965 -10.69890  -0.163
Si 1.30073 -14.34083 -10.78098  0.443
C 3.10579 -14.22275 -10.42346  -0.161
C 0.88501 -13.36606 -12.25530  -0.190
C 0.38367 -13.32210 -9.41472  -0.345
H -0.30338 -16.30960 -11.16312  0.050
H 0.57612 -16.43299 -9.63037  0.027
H 1.28753 -16.90215 -11.16642  0.012
H 3.43847 -14.76808 -9.50873  0.033
H 3.39693 -13.23172 -10.25632  0.019
H 3.74927 -14.64731 -11.20749  0.057
H 1.13876 -14.00666 -13.08848  0.034
H 1.45976 -12.38605 -12.32835  0.077
H -0.16935 -13.09669 -12.37960  0.044
H -0.64286 -13.02127 -9.70204  0.031
H 0.83248 -12.31401 -9.53705  0.027

Output
2S+1 ... 1
Max |F| ... 0.0632 hartree/bohr
Net charge ... +1

***

Entry from OMol25: a molecular structure, C23H28BMgN2O at a distorted geometry (the ωB97M-V functional and the def2-TZVPD basis).

Each line ends with the Löwdin charge.
CARTESIAN COORDINATES (ANGSTROEM)
C 2.05689 0.09132 1.54889  -0.166
C 2.48630 -0.47288 0.31933  -0.170
C 2.38435 0.51639 -0.69130  -0.186
H 2.88536 -1.47597 0.18289  0.087
C 1.89813 1.71908 -0.08820  -0.247
C 1.68261 1.44808 1.30944  -0.220
H 1.85808 2.70103 -0.56223  0.085
C -1.20453 -1.65368 1.44957  -0.168
C -0.18807 -2.41475 0.81317  -0.181
C -0.45295 -2.44991 -0.58144  -0.117
H 0.62862 -2.93390 1.30904  0.079
C -1.63482 -1.69415 -0.82545  -0.301
C -2.09755 -1.19240 0.43207  -0.168
H 2.71157 0.41900 -1.72489  0.080
H 1.41054 2.18777 2.06377  0.096
H 2.07540 -0.40083 2.52006  0.093
H -3.02844 -0.64423 0.58147  0.092
H 0.10065 -3.01790 -1.33223  0.084
H -1.34754 -1.51742 2.52116  0.087
Mg -0.15560 0.69451 0.02644  0.680
C -2.38605 -1.55085 -2.13234  -0.508
C -3.77295 -2.17496 -1.94665  -0.054
C -1.64161 -2.24770 -3.27507  -0.050
H -3.68629 -3.21891 -1.62330  0.095
H -4.32512 -2.14832 -2.89364  0.073
H -4.35838 -1.62792 -1.19583  0.082
H -1.55183 -3.32044 -3.06014  0.089
H -0.63542 -1.83141 -3.41393  0.085
H -2.20508 -2.12352 -4.20794  0.077
C -2.62109 -0.05264 -2.49549  -0.051
C -1.38756 0.76010 -2.76536  -0.392
H -3.16007 0.44854 -1.67122  0.143
H -3.26120 -0.00586 -3.39272  0.118
O -0.43810 0.83407 -1.92834  -0.015
N -1.29642 1.46371 -3.89284  0.094
C -0.25131 2.50512 -4.08707  -0.104
H -2.10724 1.50575 -4.49833  0.144
C 1.11231 1.93966 -4.37604  -0.224
C 2.24054 2.60018 -3.87523  -0.047
H 2.10154 3.50202 -3.27432  0.116
C 3.51893 2.11359 -4.13900  -0.084
H 4.38916 2.63654 -3.73918  0.106
C 3.67414 0.97340 -4.93650  -0.095
H 4.67440 0.59979 -5.15367  0.098
C 2.55230 0.32044 -5.45379  -0.082
H 2.66927 -0.56091 -6.08512  0.100
C 1.26862 0.81154 -5.18381  -0.040
H 0.38553 0.32316 -5.60037  0.109
H -0.21038 3.13731 -3.19060  0.129
H -0.58635 3.13688 -4.92083  0.129
B -2.23520 2.63028 3.66972  -0.450
C -1.80369 2.11499 2.28287  -0.206
N -1.42415 1.70271 1.25558  0.088
H -3.15548 3.42066 3.54956  -0.009
H -1.27199 3.17600 4.18093  -0.003
H -2.59485 1.65764 4.30906  -0.002

Output
2S+1 ... 1
Max |F| ... 0.0489 hartree/bohr
Net charge ... -1

***

Entry from OMol25: a molecular structure, H12MgO6 at a distorted geometry (the ωB97M-V functional and the def2-TZVPD basis).

Each line ends with the Löwdin charge.
CARTESIAN COORDINATES (ANGSTROEM)
Mg -0.21232 -0.02041 -0.02804  0.645
O 1.28083 0.78761 -1.27724  -0.026
H 1.73069 0.05925 -1.71215  0.093
H 1.94402 1.51341 -1.20901  0.142
O -1.62584 -0.72805 1.21489  0.024
H -1.38275 -1.64455 1.46969  0.127
H -1.51174 -0.23392 2.01664  0.084
O 0.82694 -1.70250 -0.17393  0.024
H 0.88031 -2.18415 0.62267  0.085
H 0.67833 -2.39767 -0.81580  0.125
O -0.83176 1.94056 0.17966  -0.010
H -0.44677 2.58658 0.80851  0.128
H -0.70319 2.35057 -0.68853  0.104
O 1.00766 0.56397 1.60687  0.013
H 1.83254 0.18238 1.79779  0.085
H 0.50655 0.64935 2.42890  0.111
O -1.22348 -0.50767 -1.68919  0.023
H -1.65299 -1.25734 -2.10302  0.125
H -1.09703 0.04258 -2.44869  0.098

Output
2S+1 ... 1
Max |F| ... 0.0460 hartree/bohr
Net charge ... +2

***

Entry from OMol25: a molecular structure, C19H19BN8PtS at a distorted geometry (the ωB97M-V functional and the def2-TZVPD basis).

Each line ends with the Löwdin charge.
CARTESIAN COORDINATES (ANGSTROEM)
Pt -0.86319 -0.69144 -1.26534  1.076
S 1.38538 -0.38098 -1.25192  0.778
C 1.53559 -0.21319 0.39681  -0.709
N 2.74205 0.18826 1.06724  0.164
N 3.72719 0.51708 0.33644  0.093
C 4.98562 0.88066 0.80769  -0.192
C 5.93661 1.22969 -0.16050  0.026
C 7.19920 1.59497 0.25104  -0.021
C 7.49622 1.60855 1.60978  0.010
C 6.54033 1.25771 2.56847  -0.017
C 5.27619 0.88820 2.17987  0.030
N 0.58895 -0.51033 1.25921  0.014
N -0.54694 -0.95443 0.76782  -0.085
C -1.48317 -1.21383 1.75235  -0.211
C -2.69638 -1.84497 1.42051  0.027
C -3.61019 -2.12985 2.40631  -0.014
C -3.34141 -1.78380 3.72921  0.019
C -2.13908 -1.15512 4.07148  -0.021
C -1.21342 -0.86601 3.10477  0.032
H 3.60391 0.53135 -0.69750  0.136
H 5.67830 1.20814 -1.21387  0.132
H 7.95216 1.86738 -0.47437  0.130
H 8.48863 1.89507 1.93223  0.132
H 6.79878 1.27569 3.61763  0.129
H 4.51755 0.60975 2.89773  0.127
H -2.90673 -2.12876 0.40657  0.069
H -4.53633 -2.62340 2.14772  0.128
H -4.06782 -2.00443 4.50047  0.132
H -1.93777 -0.89440 5.10095  0.127
H -0.28732 -0.38144 3.36468  0.117
B -3.52798 1.11345 -1.59011  -0.374
N -3.79048 -0.41307 -1.66482  -0.061
C -4.93111 -1.09836 -1.75309  -0.025
C -4.64282 -2.45700 -1.76739  -0.016
C -3.26310 -2.52573 -1.67089  -0.144
N -2.77189 -1.27975 -1.57974  -0.198
N -2.36014 1.38705 -2.62480  -0.058
C -2.24926 2.41081 -3.46963  -0.030
C -1.01858 2.35883 -4.10996  -0.015
C -0.40159 1.24358 -3.58309  -0.140
N -1.22651 0.65334 -2.69492  -0.184
H -4.48883 1.67712 -2.02152  0.083
H -3.19137 1.44307 -0.47877  0.066
H -5.86972 -0.57863 -1.84600  0.142
H -5.33420 -3.27441 -1.86859  0.115
H -2.60786 -3.38148 -1.65880  0.127
H -3.06053 3.11101 -3.57656  0.142
H -0.64448 3.02624 -4.86516  0.115
H 0.55756 0.80785 -3.80962  0.096

Output
2S+1 ... 1
Max |F| ... 0.0281 hartree/bohr
Net charge ... +2

***

Number 1: E_tot -36569.7624 eV. Number 2: E_tot -23430.4367 eV. Number 3: E_tot -35079.3761 eV. Number 4: E_tot -8825.0822 eV. Number 5: E_tot -55183.9389 eV. Number 6: E_tot -35457.4201 eV. Number 7: E_tot -17912.9884 eV. Number 8: E_tot -46673.1539 eV.